Record 1
ORCA calculation (ωB97M-V with the def2-TZVPD basis set) on a structure of composition C31H25BrCdCl3N7OS.

E_HOMO = -0.9 eV
ΔE to the lowest compared entry with this formula, charge and spin = 0.015 eV
E_LUMO = 4.181 eV
Energy = -6175.44921 a.u.
M = 842.33 Da
Charge = -2

Last column: Mulliken charge in e.
Positions of all 70 atoms, in Å:
Cd: -1.84724 -1.75090 -0.19628  1.221
O: -0.80587 -3.45691 0.47047  -1.334
C: 0.26998 -3.76759 1.12962  0.560
C: 0.14567 -4.34123 2.41865  -0.454
C: 1.23966 -4.68563 3.18331  -0.359
C: 2.53066 -4.47858 2.70297  -0.723
C: 2.67846 -3.93362 1.43949  -0.206
C: 1.58799 -3.59202 0.63942  0.362
C: 1.88549 -3.03890 -0.69630  0.005
N: 1.51740 -3.50526 -1.87596  -0.557
C: 2.16762 -2.72303 -2.79611  -0.770
C: 2.94767 -1.79020 -2.17024  -0.248
N: 2.75992 -2.00575 -0.83197  0.268
H: -0.86304 -4.47465 2.79158  0.392
H: 1.08826 -5.10710 4.17208  0.335
H: 3.39864 -4.72358 3.30214  0.349
H: 3.67417 -3.76133 1.04516  0.362
H: 2.03989 -2.87781 -3.85679  0.448
H: 3.57656 -0.99830 -2.54072  0.551
H: 3.04504 -1.40152 -0.05412  -0.006
C: 1.97201 2.19326 -2.06746  -1.040
C: 0.94019 1.18239 -2.47308  0.834
C: 0.34219 1.19947 -3.72654  -0.527
C: -0.57863 0.22829 -4.06584  -0.571
C: -0.90294 -0.71041 -3.10104  -0.426
Br: -2.16829 -2.04824 -3.53180  -0.120
N: -0.38076 -0.73332 -1.89181  0.365
C: 0.55241 0.17980 -1.59580  -0.352
H: 2.66486 2.39908 -2.88630  0.409
H: 2.54523 1.84127 -1.21170  -0.215
H: 1.50256 3.13644 -1.77943  0.362
H: 0.61525 1.96474 -4.44534  0.425
H: -1.04877 0.19371 -5.03725  0.463
H: 1.08094 0.07313 -0.65169  0.430
Cl: -2.67673 1.31251 -0.94231  -0.133
C: -4.35579 0.87404 -0.62962  0.552
C: -5.25340 1.91513 -0.57158  -0.506
C: -6.60660 1.69187 -0.33287  -0.521
C: -7.01246 0.36246 -0.16718  -0.533
C: -6.11043 -0.66687 -0.22606  0.409
Cl: -6.72579 -2.29538 0.01738  -0.289
C: -4.66176 -0.54597 -0.44167  -0.024
N: -3.88492 -1.57088 -0.41948  -1.245
H: -4.87980 2.92309 -0.71444  0.344
H: -7.31407 2.50913 -0.28733  0.347
H: -8.05436 0.12460 0.01682  0.352
Cl: -0.73287 3.50662 3.06735  -0.251
C: -1.67893 2.07713 2.75750  0.484
C: -3.03795 2.09873 3.01256  -0.419
C: -3.75991 0.94579 2.76888  -0.549
C: -3.09382 -0.15975 2.26521  -0.675
N: -1.78809 -0.16247 1.99010  -0.073
C: -1.07620 0.93897 2.24476  -0.178
H: -3.50978 3.00128 3.37824  0.398
H: -4.83076 0.90807 2.91775  0.403
H: -3.63812 -1.06187 2.01298  0.691
H: -0.00936 0.90913 2.03944  -0.005
C: 5.96520 2.72333 -0.47129  -1.212
C: 4.66245 2.68523 0.28243  1.074
C: 3.93266 3.84571 0.51837  -0.871
C: 2.71442 3.66423 1.15965  -0.110
N: 2.26309 2.49101 1.55152  -0.217
C: 3.04479 1.39769 1.31869  -0.084
S: 2.48896 -0.12634 1.85419  -0.450
N: 4.24113 1.49071 0.66655  -0.521
H: 6.48363 3.67293 -0.32856  0.358
H: 5.77757 2.59846 -1.54104  0.219
H: 6.60016 1.90115 -0.14642  0.334
H: 4.28150 4.82122 0.20616  0.326
H: 2.06317 4.51359 1.36199  0.342

***

Record 2
ORCA calculation (ωB97M-V with the def2-TZVPD basis set) on a cluster of 3 separate species, CH6N4 in total.

E_HOMO (spin up / spin down) = -7.9 / -8.1 eV
ΔE to the lowest compared entry with this formula, charge and spin = 5.295 eV
E_LUMO (spin up / spin down) = 0.079 / 0.760 eV
Energy = -260.50722 a.u.
M = 74.09 Da
Charge = 0

Last column: Mulliken charge in e.
Positions of all 11 atoms, in Å:
N: 1.20676 0.04538 -0.57063  -0.480
N: 1.99373 0.47392 0.44224  -0.319
N: -1.45999 0.66783 -0.44004  -0.411
C: -0.93571 -0.47262 -0.00361  0.306
N: -0.49406 -1.47603 0.42210  -0.437
H: 1.53604 -0.88068 -0.83734  0.242
H: 2.28545 -0.19491 1.14929  0.241
H: 1.68230 1.35022 0.83605  0.232
H: -0.91890 1.14004 -1.15075  0.275
H: -2.47202 0.67129 -0.50058  0.291
H: -2.42361 -1.32444 0.65327  0.059

***

Record 3
ORCA calculation (ωB97M-V with the def2-TZVPD basis set) on a cluster of 3 separate species, CHFN2O3 in total.

E_HOMO (spin up / spin down) = -7.8 / -7.8 eV
ΔE to the lowest compared entry with this formula, charge and spin = 3.248 eV
E_LUMO (spin up / spin down) = -0.933 / -1.014 eV
Energy = -473.57768 a.u.
M = 108.03 Da
Charge = 0

Last column: Mulliken charge in e.
Positions of all 8 atoms, in Å:
C: -1.42133 -0.31081 0.06011  0.281
N: 2.30673 -1.20282 -0.08289  0.060
N: 1.36843 1.27832 -0.59836  0.222
O: 1.74908 -0.28715 0.35423  -0.109
O: 0.52659 1.89091 -0.07594  -0.165
O: -1.27964 -0.45823 -1.11782  -0.384
F: -1.80284 -1.47411 0.76206  -0.236
H: -1.44701 0.56390 0.69860  0.330

***

Record 4
ORCA calculation (ωB97M-V with the def2-TZVPD basis set) on a structure of composition C42H46As2ClN7O8Sc.

E_HOMO = -10.3 eV
ΔE to the lowest compared entry with this formula, charge and spin = 0.306 eV
E_LUMO = -2.742 eV
Energy = -8305.70380 a.u.
M = 1007.12 Da
Charge = +1

Last column: Mulliken charge in e.
Positions of all 107 atoms, in Å:
Sc: -0.65974 0.27906 -0.27637  -1.070
N: 3.76473 0.86414 -0.65256  0.046
C: 3.90938 -0.48946 -0.41955  -1.203
C: 2.65214 -0.98158 -0.25400  -0.580
N: 1.74499 0.04171 -0.38372  1.586
C: 2.44514 1.13003 -0.62264  -0.777
C: 1.72542 2.38485 -0.75273  -0.282
N: 0.41916 2.35155 -0.60221  2.198
C: -0.02243 3.64402 -0.74515  -0.536
C: 1.04160 4.45490 -0.98750  -1.512
N: 2.15804 3.63729 -0.98422  0.055
H: 4.51423 1.51142 -0.82735  0.158
H: 4.87293 -0.96082 -0.39376  0.471
H: 2.33144 -1.99211 -0.06431  0.339
H: -1.06665 3.88894 -0.65855  0.493
H: 1.11423 5.51173 -1.15611  0.498
H: 3.10358 3.93632 -1.15647  0.187
C: -3.65003 0.02055 -6.68375  -1.615
C: -2.30710 -0.62015 -6.88602  0.613
C: -1.92367 -1.11109 -8.12594  -0.707
C: -0.68715 -1.70753 -8.32298  -0.758
C: 0.20147 -1.79622 -7.26555  -1.152
C: -0.14686 -1.29952 -6.01801  0.004
C: -1.40041 -0.73111 -5.82408  0.390
N: -1.80713 -0.19174 -4.57786  -0.007
C: -1.32740 -0.48263 -3.32653  0.239
N: -0.89498 -1.74534 -3.17065  0.078
C: -0.49596 -2.46613 -2.00669  1.680
C: -0.50399 -1.88227 -0.74647  -0.726
C: -0.17466 -2.73852 0.31960  0.304
C: 0.17895 -4.06557 0.13689  -1.395
C: 0.20911 -4.58592 -1.15029  -1.043
C: -0.13126 -3.80437 -2.24300  1.291
C: -0.12190 -4.39429 -3.62786  -1.518
N: -1.35542 0.43074 -2.36947  0.529
C: -1.77275 1.73985 -2.80194  -1.072
C: -3.02981 2.20196 -2.43561  -0.217
C: -3.45871 3.45860 -2.83508  -1.143
C: -2.62733 4.25311 -3.61165  -0.794
C: -1.37377 3.78591 -3.97698  -1.174
C: -0.92132 2.53089 -3.58222  2.448
C: 0.43606 2.05145 -4.01601  -1.577
H: -4.26863 -0.09513 -7.57079  0.431
H: -3.56399 1.09383 -6.48962  0.307
H: -4.18079 -0.42200 -5.83968  0.366
H: -2.62008 -1.03371 -8.95044  0.400
H: -0.42103 -2.09378 -9.29601  0.416
H: 1.17592 -2.24304 -7.40576  0.432
H: 0.56981 -1.33705 -5.20866  0.686
H: -2.34253 0.66337 -4.62886  0.362
H: -1.04497 -2.31820 -3.98768  0.058
H: -0.17883 -2.36823 1.34168  0.345
H: 0.42876 -4.68110 0.99038  0.570
H: 0.48998 -5.61878 -1.31361  0.346
H: 0.24468 -5.41832 -3.60383  0.406
H: 0.51994 -3.83472 -4.31240  0.315
H: -1.12319 -4.42786 -4.06889  0.385
H: -3.65794 1.57418 -1.81814  0.591
H: -4.43681 3.81165 -2.54070  0.473
H: -2.95342 5.23247 -3.93109  0.466
H: -0.72515 4.40766 -4.58238  0.499
H: 1.11987 2.89489 -4.12011  0.515
H: 0.39156 1.54741 -4.98538  0.398
H: 0.85941 1.33917 -3.30552  0.014
C: 3.65228 -3.11260 4.59746  -0.854
O: 2.75709 -2.00572 4.78842  -0.251
C: 1.65745 -2.03966 4.03187  -0.838
O: 1.49848 -2.78243 3.09580  -0.461
C: 0.68305 -0.96005 4.40437  0.502
C: 0.27700 -0.81247 5.67007  1.197
As: -0.92216 0.59326 6.56753  0.142
C: 0.53168 1.89472 6.68463  -0.930
C: -1.52055 0.77866 4.69725  -0.554
C: -0.73105 1.39132 3.80330  1.369
As: 0.28696 0.11025 2.75147  1.837
C: 2.08885 0.90021 2.79502  -1.536
C: -0.36722 2.82638 3.97562  -0.688
O: -0.86430 3.56126 4.78738  -0.557
O: 0.50939 3.23191 3.03851  -0.132
C: 0.80471 4.63046 3.06923  -0.899
C: -2.27033 -0.49663 4.38586  0.224
O: -2.80967 -1.15522 5.23508  -0.632
O: -2.25536 -0.80510 3.08635  0.000
C: -2.90842 -2.03275 2.72375  -0.827
C: 0.71314 -1.84002 6.67372  -0.175
O: 0.77091 -3.02311 6.47209  -0.566
O: 1.01402 -1.24823 7.83511  -0.329
C: 1.36062 -2.14065 8.90730  -0.747
H: 4.35908 -3.05804 5.41973  0.277
H: 4.16748 -3.01755 3.64217  0.298
H: 3.09592 -4.04747 4.62442  0.354
H: 1.14453 1.54842 7.51684  0.369
H: 0.11982 2.87636 6.91056  0.362
H: 1.14488 1.94445 5.78671  0.168
H: 2.31396 1.32368 3.77200  0.620
H: 2.18543 1.66690 2.02977  0.185
H: 2.78024 0.08139 2.58587  0.437
H: 1.57733 4.77907 2.31933  0.207
H: 1.16138 4.92797 4.05419  0.353
H: -0.08569 5.20682 2.82087  0.319
H: -3.00776 -1.99779 1.64252  0.134
H: -3.88169 -2.09514 3.20564  0.399
H: -2.28910 -2.87607 3.02863  0.284
H: 1.34341 -1.53480 9.80766  0.255
H: 2.35627 -2.54863 8.73875  0.293
H: 0.63913 -2.95213 8.96843  0.326
Cl: -2.32591 1.57340 0.76162  -0.467